Below is one molecule with the formula C8H10ClNO2, with properties calculated with ωB97M-V/def2-TZVPD.

CARTESIAN COORDINATES (ANGSTROEM)
C -0.09864 -0.29356 2.10899
C -0.09510 0.59377 0.88479
C 1.28938 1.06470 0.53327
C 1.73642 1.36491 -0.69370
C 0.83486 1.17009 -1.86632
C -0.21506 0.38276 -1.67067
C -0.53488 -0.27891 -0.31348
C -0.19910 -1.75537 -0.51001
Cl 1.56101 -1.94523 -0.41437
N -2.03137 -0.21284 -0.25828
O -2.55821 0.79570 -0.66395
O -2.58590 -1.11303 0.33173
H 0.37615 -1.17160 1.96581
H -1.13776 -0.60117 2.58963
H 0.39934 0.25159 2.88745
H -0.60289 1.55904 1.13100
H 1.84551 1.14968 1.48258
H 2.78242 1.60112 -0.96026
H 1.17034 1.60714 -2.71996
H -0.74886 0.30704 -2.56545
H -0.58548 -2.12359 -1.45690
H -0.60219 -2.35223 0.17809

Its LUMO energy is 0.01140 Ha. The calculation puts the HOMO energy at -8.89 eV. The orbital gap is 9.202 eV. As for the SMILES: C[C@H]1C=CC=C[C@]1(CCl)[N+](=O)[O-]. The electronic energy comes out at -976.0897 Eh.